No. 1
Entry from the Open Molecules 2025 dataset: a molecular structure, C17H27N5O5Ti (ωB97M-V/def2-TZVPD).

Each line ends with the Löwdin charge.
Geometry (Å):
Ti 0.456 -0.480 -0.222  0.790
O -0.001 -1.158 2.471  -0.106
C 1.238 -1.777 2.730  -0.249
C 2.386 -1.211 1.882  -0.176
N 2.199 -1.496 0.456  -0.259
C 2.267 -2.938 0.172  -0.082
C 0.879 -3.641 0.172  -0.671
O 0.898 -4.879 0.236  -0.040
O -0.117 -2.871 0.087  -0.081
C 3.118 -0.746 -0.422  -0.099
C 2.581 -0.887 -1.872  -0.645
O 3.378 -1.061 -2.794  -0.001
O 1.308 -0.821 -1.959  -0.101
H -0.107 -1.158 1.472  0.002
H 1.170 -2.864 2.580  0.110
H 1.469 -1.603 3.785  0.111
H 3.340 -1.632 2.245  0.120
H 2.383 -0.129 2.003  0.098
H 2.933 -3.448 0.875  0.122
H 2.672 -3.097 -0.829  0.129
H 4.148 -1.114 -0.355  0.126
H 3.088 0.311 -0.154  0.109
N 0.826 1.102 0.535  -0.115
C 1.422 2.246 0.232  -0.440
C 1.183 2.957 -0.995  -0.060
C 1.806 4.149 -1.288  -0.153
C 2.714 4.741 -0.405  -0.181
C 2.988 4.076 0.789  -0.167
C 2.365 2.886 1.108  -0.079
H 0.511 2.486 -1.705  0.085
H 1.599 4.643 -2.234  0.081
H 3.205 5.676 -0.653  0.062
H 3.708 4.502 1.483  0.076
H 2.585 2.390 2.049  0.081
C -2.672 1.459 1.058  -0.090
N -3.182 1.024 -0.247  -0.216
C -2.919 2.037 -1.272  -0.099
C -2.680 -0.254 -0.649  -0.423
N -1.370 -0.505 -0.785  -0.017
N -3.699 -1.137 -1.132  -0.192
C -3.198 -2.431 -1.565  -0.107
C -4.828 -1.275 -0.227  -0.129
H -3.115 2.431 1.296  0.067
H -1.581 1.533 1.082  0.055
H -2.987 0.736 1.814  0.077
H -1.849 2.264 -1.365  0.064
H -3.455 2.958 -1.015  0.065
H -3.293 1.669 -2.229  0.077
H -1.168 -1.432 -1.165  0.021
H -2.594 -2.938 -0.798  0.084
H -2.588 -2.308 -2.462  0.087
H -4.049 -3.066 -1.817  0.070
H -5.145 -0.282 0.079  0.065
H -4.575 -1.860 0.675  0.080
H -5.651 -1.776 -0.747  0.064

## Properties
- expectation value of S² = 2.014
- E_tot (Ha) = -2163.46270
- HOMO-LUMO gap (spin up / spin down) (eV) = 3.966 / 5.987
- charge = -2
- spin multiplicity = 3

No. 2
Entry from the Open Molecules 2025 dataset: a single C17H27NO4 molecule (ωB97M-V/def2-TZVPD).

Each line ends with the Löwdin charge.
Geometry (Å):
C -0.143 -2.964 -4.019  -0.059
C 1.017 -3.261 -3.073  -0.239
H 1.407 -4.264 -3.267  0.124
H 1.830 -2.539 -3.217  0.118
O 0.621 -3.307 -1.717  -0.028
C 0.308 -2.152 -1.073  -0.174
C 0.523 -0.876 -1.564  0.041
C 0.208 0.237 -0.795  -0.130
C -0.365 0.074 0.459  0.024
C -0.615 -1.198 0.962  -0.170
C -0.254 -2.328 0.210  -0.113
O -0.445 -3.624 0.575  -0.015
C -0.422 -3.999 1.942  -0.243
C -0.150 -5.495 1.992  -0.061
H -0.927 -6.027 1.451  0.076
H 0.806 -5.715 1.525  0.077
H -0.134 -5.835 3.024  0.074
H -1.384 -3.771 2.416  0.118
H 0.366 -3.450 2.472  0.130
O -1.224 -1.421 2.169  -0.074
C -1.571 -0.321 2.984  -0.257
C -2.186 -0.877 4.259  -0.061
H -1.471 -1.516 4.770  0.078
H -2.471 -0.061 4.918  0.076
H -3.067 -1.466 4.019  0.079
H -0.677 0.272 3.223  0.127
H -2.295 0.323 2.466  0.127
H -0.673 0.939 1.023  0.101
C 0.464 1.575 -1.400  -0.442
O 0.450 1.757 -2.603  0.065
N 0.728 2.566 -0.515  0.089
H 0.807 2.348 0.464  0.135
C 0.998 3.933 -0.912  -0.379
C 2.399 4.336 -0.460  -0.043
H 3.128 3.619 -0.832  0.081
H 2.457 4.361 0.627  0.079
H 2.657 5.317 -0.845  0.071
C -0.091 4.855 -0.347  -0.218
C -0.045 6.260 -0.935  -0.104
H -0.102 6.217 -2.020  0.078
H 0.872 6.773 -0.656  0.064
H -0.885 6.846 -0.570  0.070
H 0.009 4.908 0.740  0.109
H -1.062 4.407 -0.574  0.112
H 0.945 3.936 -2.006  0.142
H 0.947 -0.701 -2.539  0.116
H -0.937 -3.691 -3.864  0.080
H -0.546 -1.971 -3.840  0.070
H 0.200 -3.026 -5.048  0.077

## Properties
- E_tot (Ha) = -1019.68720
- HOMO-LUMO gap (eV) = 8.608
- charge = 0
- energy above the lowest of the compared OMol25 structures with the same formula, charge and spin (kJ/mol) = 117.0
- SMILES = CCOc1cc(C(=O)N[C@H](C)CC)cc(OCC)c1OCC

No. 3
Entry from the Open Molecules 2025 dataset: a molecular structure, C17H28AsBN3O4PdS (ωB97M-V/def2-TZVPD).

Each line ends with the Löwdin charge.
Geometry (Å):
Pd -0.076 0.712 -1.952  0.781
N -0.723 3.017 -5.530  0.080
C -0.735 2.232 -4.430  -0.849
S 0.633 2.334 -3.354  0.610
N -1.748 1.437 -4.250  -0.003
N -1.642 0.662 -3.115  -0.175
C -2.652 -0.084 -2.833  -0.047
C -2.788 -1.045 -1.765  -0.136
C -4.022 -1.726 -1.727  -0.039
C -4.277 -2.729 -0.826  -0.082
C -3.265 -3.101 0.065  -0.062
C -2.049 -2.455 0.057  -0.031
C -1.787 -1.396 -0.830  -0.327
O -0.605 -0.811 -0.762  -0.245
H -0.053 3.760 -5.598  0.085
H -1.577 3.097 -6.057  0.107
H -3.490 0.008 -3.518  0.136
H -4.783 -1.444 -2.445  0.116
H -5.233 -3.232 -0.817  0.107
H -3.433 -3.908 0.767  0.111
H -1.258 -2.743 0.736  0.104
C 0.910 2.691 2.952  0.004
C -0.038 1.590 2.503  -0.437
C -1.460 1.901 2.916  0.011
O 0.029 1.559 1.041  0.170
B 0.934 0.603 0.746  -0.948
O 1.339 -0.190 1.764  0.134
C 0.451 0.155 2.897  -0.420
C -0.666 -0.868 2.906  0.002
C 1.267 0.083 4.168  0.005
H 0.605 3.627 2.487  0.104
H 1.938 2.480 2.653  0.098
H 0.884 2.817 4.034  0.101
H -1.715 2.911 2.596  0.102
H -1.558 1.853 4.002  0.105
H -2.169 1.211 2.466  0.093
H -1.270 -0.810 2.002  0.077
H -1.314 -0.718 3.770  0.106
H -0.236 -1.868 2.975  0.102
H 2.155 0.710 4.116  0.089
H 1.577 -0.947 4.345  0.099
H 0.663 0.402 5.018  0.106
C 3.427 -0.011 -2.615  -0.175
As 2.801 -0.594 -0.921  1.231
C 1.969 -2.303 -0.941  -0.148
C 4.152 -0.506 0.418  -0.145
O 1.609 0.644 -0.510  -0.208
H 4.193 -0.705 -2.960  0.062
H 3.848 0.987 -2.500  0.064
H 2.590 0.019 -3.311  0.022
H 2.685 -3.023 -1.337  0.064
H 1.073 -2.243 -1.555  0.048
H 1.696 -2.551 0.083  0.064
H 4.854 -1.322 0.244  0.064
H 3.670 -0.618 1.386  0.050
H 4.670 0.448 0.347  0.066

## Properties
- E_tot (Ha) = -3916.46720
- HOMO-LUMO gap (eV) = 7.450
- charge = +1
- energy above the lowest of the compared OMol25 structures with the same formula, charge and spin (kJ/mol) = 0.0

No. 4
Entry from the Open Molecules 2025 dataset: a molecular structure, C17H28AuN3OSSi (ωB97M-V/def2-TZVPD).

Each line ends with the Löwdin charge.
Geometry (Å):
Au 1.741 0.030 -0.527  0.787
N 4.811 -2.325 1.689  0.055
C 3.857 -1.458 1.257  -0.834
S 3.209 -1.832 -0.340  0.580
N 3.559 -0.494 2.080  -0.011
N 2.636 0.383 1.622  -0.119
C 2.022 1.148 2.442  -0.086
C 1.160 2.237 2.017  -0.167
C 0.392 2.883 2.998  -0.058
C -0.456 3.922 2.691  -0.093
C -0.537 4.365 1.366  -0.085
C 0.196 3.749 0.380  -0.045
C 1.053 2.665 0.662  -0.392
O 1.737 2.111 -0.322  -0.217
H 5.124 -3.075 1.104  0.073
H 5.226 -2.169 2.590  0.097
H 2.139 0.979 3.516  0.124
H 0.470 2.535 4.023  0.110
H -1.050 4.393 3.464  0.098
H -1.192 5.191 1.116  0.104
H 0.151 4.086 -0.649  0.115
C -1.479 0.659 0.606  -0.155
Si -0.600 -0.436 -0.621  0.650
C -1.141 0.105 -2.367  -0.651
C -0.550 -0.788 -3.464  -0.102
C -0.634 1.540 -2.585  -0.112
C -2.672 0.103 -2.472  -0.088
C -0.859 -2.235 -0.059  -0.647
C -0.183 -2.412 1.311  -0.108
C -2.363 -2.509 0.090  -0.087
C -0.252 -3.254 -1.031  -0.104
H -2.550 0.443 0.572  0.045
H -1.336 1.719 0.390  0.023
H -1.126 0.490 1.626  0.039
H 0.537 -0.861 -3.378  0.071
H -0.784 -0.368 -4.448  0.086
H -0.959 -1.798 -3.432  0.062
H 0.455 1.597 -2.557  0.058
H -1.016 2.227 -1.826  0.064
H -0.971 1.901 -3.563  0.089
H -3.094 -0.896 -2.348  0.065
H -2.964 0.461 -3.466  0.089
H -3.133 0.762 -1.733  0.077
H -0.563 -1.703 2.051  0.072
H 0.899 -2.286 1.244  0.029
H -0.378 -3.423 1.686  0.089
H -2.822 -1.863 0.841  0.076
H -2.506 -3.547 0.410  0.089
H -2.904 -2.376 -0.849  0.065
H 0.805 -3.055 -1.215  0.029
H -0.772 -3.259 -1.989  0.063
H -0.334 -4.260 -0.606  0.088

## Properties
- E_tot (Ha) = -1727.44430
- HOMO-LUMO gap (eV) = 6.296
- charge = 0